{"formula": "C8H18N3O", "method": "ωB97M-V with the def2-TZVPD basis set", "multiplicity": 1, "smiles": "C[N+](C)=C1NCCNC[C@]1(C)O", "homo_energy_ha": -0.46823, "e_tot_ha": -554.81901, "lumo_ev": -3.48, "orbital_gap_ev": 9.265, "largest_force_ev_per_a": 5.03, "mol_weight_g_mol": 172.3, "charge": 1, "elements": ["H", "H", "N", "H", "C", "C", "C", "C", "H", "H", "H", "H", "C", "H", "N", "H", "H", "H", "N", "H", "H", "H", "H", "H", "O", "C", "H", "H", "C", "C"], "positions_angstrom": [[2.51, -2.08, 0.51], [-3.49, 0.49, 1.08], [-0.09, -1.43, -0.26], [-3.15, -1.87, 0.77], [0.40, 2.25, -0.65], [-1.63, 1.10, 0.67], [-0.46, 0.95, -0.40], [2.49, 0.64, 0.87], [0.82, 2.85, 0.17], [2.62, -0.07, 1.72], [-1.72, 1.43, -1.77], [1.87, 1.47, 1.13], [0.49, -0.23, -0.17], [3.48, 1.12, 0.54], [-2.68, 0.17, 0.48], [2.07, -2.02, -1.38], [0.43, -2.18, 0.15], [3.60, -1.23, -0.61], [1.84, -0.26, -0.04], [-1.47, -2.81, -0.49], [-0.26, 2.89, -1.22], [-2.04, 2.08, 0.42], [1.18, 2.01, -1.30], [-1.00, 1.01, 1.68], [-1.09, 0.69, -1.65], [2.48, -1.42, -0.41], [-1.84, -1.24, -1.52], [-1.60, -1.37, 1.51], [-2.31, -1.19, 0.70], [-1.45, -1.75, -0.51]]}


{"formula": "C8H18N3OPdS2SbSe5", "method": "ωB97M-V with the def2-TZVPD basis set", "multiplicity": 1, "homo_energy_ha": [-0.29119, -0.29119], "e_tot_ha": -13726.85338, "lumo_ev": [-2.05, -2.05], "orbital_gap_ev": [5.871, 5.872], "largest_force_ev_per_a": 0.45, "mol_weight_g_mol": 859.4, "elements": ["H", "Se", "H", "Se", "C", "H", "H", "H", "H", "Sb", "H", "C", "N", "H", "H", "H", "H", "C", "H", "N", "H", "C", "H", "H", "H", "S", "C", "O", "H", "N", "Se", "C", "Se", "Pd", "S", "H", "C", "Se", "C"], "positions_angstrom": [[-1.74, 4.33, 1.38], [3.65, 4.34, 2.31], [-2.57, 4.74, -2.01], [2.66, 0.65, 1.83], [2.35, -4.57, 1.52], [-1.52, -3.06, 0.02], [-1.50, -0.64, -1.85], [2.10, -2.20, 0.12], [-0.89, -2.33, -3.63], [1.39, 3.76, 2.20], [-2.20, 5.46, 0.17], [1.24, -3.53, 1.61], [0.19, 5.23, -1.39], [2.43, -5.14, 2.44], [-2.22, 3.12, -2.41], [0.86, -3.30, -0.52], [2.17, -5.27, 0.70], [1.15, -2.70, 0.34], [0.37, -2.11, -2.43], [-2.07, 4.49, 0.44], [-0.67, -3.54, -2.38], [-1.63, -1.71, -1.70], [3.31, -4.09, 1.34], [1.41, -2.86, 2.46], [-2.33, -1.53, 0.33], [-1.51, 1.94, -0.11], [-0.65, -2.47, -2.58], [0.47, -0.24, -0.39], [0.28, -4.03, 1.80], [-2.48, 3.79, -1.70], [-0.29, 5.08, 3.23], [-2.04, 3.54, -0.46], [1.99, 2.85, -1.30], [0.81, 1.77, 0.61], [0.00, -1.32, 0.56], [-2.66, -1.95, -1.99], [-1.51, -1.99, -0.21], [0.78, 1.16, 3.02], [0.88, 4.31, -1.36]]}


{"formula": "C8H18N5OReS", "method": "ωB97M-V with the def2-TZVPD basis set", "multiplicity": 2, "homo_energy_ha": [-0.71565, -0.74354], "e_tot_ha": -1139.94050, "lumo_ev": [-12.53, -12.57], "orbital_gap_ev": [6.949, 7.665], "largest_force_ev_per_a": 0.21, "mol_weight_g_mol": 418.5, "charge": 3, "s2": 0.762, "elements": ["H", "H", "H", "H", "H", "O", "H", "H", "C", "C", "N", "N", "H", "S", "H", "H", "N", "C", "N", "H", "C", "C", "H", "C", "N", "H", "H", "H", "Re", "C", "H", "C", "H", "H"], "positions_angstrom": [[-1.29, 2.11, 2.02], [0.91, -2.78, -0.53], [-1.37, 3.66, 0.02], [2.82, 1.86, -2.15], [0.48, -3.44, 2.02], [0.79, 0.83, -0.31], [1.65, -2.77, 3.18], [-0.58, -1.58, 2.88], [-1.18, 2.59, -0.12], [2.11, -2.34, 1.10], [-3.64, -2.49, -1.15], [-5.40, -3.74, -2.36], [3.06, 3.49, -1.47], [0.61, 2.45, -0.21], [2.79, -1.52, 1.34], [0.63, 4.04, -1.88], [1.31, -1.94, -0.11], [-4.57, -3.16, -1.79], [-1.65, -1.59, -0.13], [0.35, 2.41, -2.55], [0.98, 3.00, -1.88], [2.47, 2.89, -2.17], [0.74, -0.66, 2.92], [-2.66, -2.07, -0.68], [0.26, -1.36, 2.34], [-2.82, 1.97, 1.13], [-1.68, 0.70, 0.98], [1.94, -1.56, -0.83], [-0.22, -0.60, 0.43], [-1.74, 1.83, 1.07], [2.71, -3.22, 0.89], [1.14, -2.59, 2.23], [-1.61, 2.29, -1.08], [2.65, 3.28, -3.17]]}


{"formula": "C8H18N6S", "method": "ωB97M-V with the def2-TZVPD basis set", "multiplicity": 1, "homo_energy_ha": -0.51128, "e_tot_ha": -1041.65476, "lumo_ev": -5.52, "orbital_gap_ev": 8.391, "largest_force_ev_per_a": 4.63, "mol_weight_g_mol": 230.3, "charge": 2, "elements": ["S", "H", "N", "C", "C", "H", "H", "H", "H", "C", "N", "N", "C", "H", "H", "C", "H", "C", "H", "N", "C", "H", "N", "H", "H", "H", "H", "H", "C", "N", "H", "H", "H"], "positions_angstrom": [[-0.60, -2.51, -1.57], [1.13, 1.84, 4.09], [-0.75, -3.99, -4.70], [0.84, -5.70, -2.09], [0.17, -3.95, -3.72], [0.00, 4.14, 3.09], [2.14, 2.78, 3.10], [1.51, -6.63, -2.13], [2.37, 1.97, 0.62], [0.16, 3.34, 1.16], [-1.52, -0.09, -1.63], [0.64, -5.09, -3.15], [1.45, 1.35, 0.92], [-0.68, 4.07, 0.79], [-1.35, -4.86, -4.72], [-0.68, 1.48, -0.24], [1.04, -3.24, -3.83], [1.23, 0.90, 2.38], [0.56, -5.54, -1.07], [0.31, 2.08, 0.47], [-1.45, -1.29, -2.25], [-2.13, 0.64, -1.99], [1.19, 2.17, 3.11], [-1.45, 2.22, -0.52], [1.09, 3.92, 1.08], [1.26, 0.43, 0.31], [0.27, 0.47, 2.38], [1.84, 0.18, 2.84], [0.07, 3.06, 2.68], [-0.58, 0.22, -0.66], [-0.93, -3.25, -5.37], [-0.79, 2.54, 3.07], [-2.11, -1.45, -3.06]]}


{"formula": "C8H18NO3PS", "method": "ωB97M-V with the def2-TZVPD basis set", "multiplicity": 1, "homo_energy_ha": -0.32518, "e_tot_ha": -1335.47521, "lumo_ev": 0.81, "orbital_gap_ev": 9.660, "largest_force_ev_per_a": 4.52, "mol_weight_g_mol": 239.3, "elements": ["C", "C", "H", "H", "H", "C", "H", "H", "H", "H", "P", "N", "H", "H", "H", "C", "C", "O", "C", "O", "H", "H", "H", "O", "H", "C", "H", "S", "H", "H", "H", "C"], "positions_angstrom": [[-1.85, 1.42, 1.75], [2.82, 2.25, -0.03], [1.48, 2.97, 1.56], [3.95, 1.32, -1.54], [1.89, -0.28, -0.01], [1.63, 2.16, 0.84], [3.63, -0.60, 0.35], [-3.61, -2.87, -0.34], [-0.68, -2.06, 0.25], [2.88, 3.19, -0.74], [-4.34, 0.38, -0.74], [-0.68, 0.93, 0.96], [-2.10, 2.45, 1.75], [-1.81, -1.53, -1.05], [-2.88, -3.22, 1.18], [-2.69, -3.10, 0.18], [2.98, 1.16, -1.06], [-0.58, 3.20, -0.19], [2.80, -0.27, -0.48], [-2.70, 0.92, -0.48], [1.79, 1.29, 1.49], [2.09, 1.17, -1.73], [2.82, -1.15, -1.13], [-2.31, -0.84, 0.93], [3.73, 2.14, 0.72], [-2.01, 0.45, 0.68], [-1.77, 0.90, 2.68], [0.05, 1.88, -0.25], [-4.91, 1.13, 0.38], [-4.61, 1.55, -1.48], [-2.43, -4.15, -0.12], [-1.79, -1.94, 0.03]]}


{"formula": "C8H18NO3PS3", "method": "ωB97M-V with the def2-TZVPD basis set", "multiplicity": 1, "smiles": "C/N=C(\\OC)[C@H](C)SCCO[P@@](=S)(S)OC", "homo_energy_ha": -0.31055, "e_tot_ha": -2131.95306, "lumo_ev": 0.36, "orbital_gap_ev": 8.814, "largest_force_ev_per_a": 5.08, "mol_weight_g_mol": 303.4, "elements": ["S", "H", "C", "H", "H", "H", "C", "N", "C", "O", "H", "O", "H", "S", "H", "H", "H", "C", "H", "H", "H", "O", "H", "C", "H", "S", "H", "C", "H", "H", "C", "H", "P", "C"], "positions_angstrom": [[4.60, -0.96, 1.55], [1.25, 1.51, 2.16], [6.51, 1.85, 2.26], [2.56, 1.17, -0.67], [-2.40, 1.29, 2.45], [-4.89, 1.28, -1.27], [-3.93, 1.35, -0.66], [-2.56, -1.63, -0.63], [-3.57, -1.93, -1.66], [3.66, 1.78, 1.05], [-2.44, -0.25, 3.00], [-3.90, 0.15, 0.10], [2.08, 2.62, 0.21], [5.10, 0.45, -1.49], [-3.95, 2.17, 0.01], [6.08, 2.82, 2.49], [1.91, 0.07, 1.52], [1.32, 0.96, 1.23], [6.00, 1.14, 2.88], [6.02, 1.29, -1.66], [-3.10, 1.56, -1.32], [6.37, 1.46, 0.88], [-1.09, -1.29, 1.31], [-1.48, -0.29, 1.05], [-0.86, 0.48, 2.92], [-0.26, 0.80, 0.25], [-3.52, -2.99, -1.76], [2.45, 1.62, 0.32], [-4.51, -1.46, -1.57], [7.55, 1.83, 2.67], [-1.83, 0.37, 2.40], [-3.37, -1.48, -2.62], [4.94, 0.79, 0.54], [-2.75, -0.53, 0.06]]}


{"formula": "C8H18NOPS", "method": "ωB97M-V with the def2-TZVPD basis set", "multiplicity": 1, "smiles": "CC(C)O[P@H](=S)N1CCCCC1", "homo_energy_ha": -0.30904, "e_tot_ha": -1185.17991, "lumo_ev": 0.83, "orbital_gap_ev": 9.237, "largest_force_ev_per_a": 4.35, "mol_weight_g_mol": 207.3, "elements": ["H", "H", "H", "C", "C", "H", "H", "S", "N", "C", "H", "H", "C", "C", "C", "H", "P", "H", "H", "H", "H", "H", "H", "H", "H", "C", "H", "O", "H", "C"], "positions_angstrom": [[3.43, 3.07, 0.41], [-2.42, 0.68, 0.77], [-0.09, -1.44, -1.82], [-0.77, -1.55, -0.97], [-2.48, -0.38, 1.03], [1.74, -0.22, 1.59], [4.27, 1.52, 0.36], [2.45, -2.64, 0.24], [-0.31, -0.70, 0.10], [-1.07, -0.90, 1.31], [-0.78, -2.61, -0.67], [2.88, 1.75, 1.44], [0.96, 2.08, -0.49], [-3.10, -1.16, -0.12], [3.30, 2.00, 0.47], [-3.23, -2.21, 0.18], [1.69, -0.88, 0.37], [0.31, 1.68, -1.26], [0.97, 3.17, -0.56], [-1.12, -1.96, 1.61], [2.78, 1.81, -1.62], [-4.08, -0.76, -0.38], [-2.57, -1.74, -2.14], [0.55, 1.79, 0.48], [-2.14, -0.08, -1.72], [2.36, 1.53, -0.64], [-3.09, -0.48, 1.93], [2.35, 0.09, -0.68], [-0.60, -0.33, 2.12], [-2.18, -1.10, -1.35]]}